[1]
This record from the Open Molecules 2025 dataset describes 16 unconnected molecules or ions with the total composition C28H95N7O16 at a distorted geometry. The level of theory is ωB97M-V/def2-TZVPD.

The calculation puts the HOMO energy at -8.7 eV. For the energy above the lowest of the compared OMol25 structures with the same formula, charge and spin, the calculation gives 0.0 kcal per mole. The gap between HOMO and LUMO comes out at 8.2773 eV.

```
! RIJCOSX wB97M-V def2-TZVPD def2/J DEFGRID3
* xyz 0 1
O -1.57 5.15 -1.82
H -1.63 5.09 -2.78
H -2.28 4.59 -1.49
O 0.91 5.64 -0.50
H 0.05 5.50 -0.95
H 0.82 6.49 -0.06
O 3.33 4.59 -1.80
H 3.48 3.70 -1.45
H 2.47 4.87 -1.43
O -3.14 -4.43 -2.01
H -3.20 -4.35 -1.05
H -3.59 -5.26 -2.22
O -4.15 -1.79 -2.15
H -4.66 -1.69 -1.34
H -3.87 -2.72 -2.16
O -2.26 -1.27 -4.09
H -2.54 -1.10 -5.00
H -3.08 -1.32 -3.56
O 1.79 -3.01 -2.70
H 1.08 -2.83 -2.06
H 1.33 -3.24 -3.51
O 3.14 -5.15 -1.23
H 2.99 -4.23 -1.49
H 3.89 -5.43 -1.77
O -0.58 -3.60 -4.12
H -1.22 -3.95 -3.50
H -0.88 -2.69 -4.28
C -7.25 3.46 -1.35
C -6.61 3.91 -2.66
C -5.42 3.05 -2.97
O -4.45 3.30 -1.97
C -3.49 2.25 -1.81
N -7.52 3.86 -3.80
H -8.27 3.87 -1.30
H -6.70 3.81 -0.48
H -7.46 2.39 -1.31
H -6.24 4.93 -2.55
H -5.00 3.28 -3.96
H -5.72 1.99 -2.94
H -2.65 2.69 -1.29
H -3.11 1.88 -2.77
H -3.95 1.47 -1.20
H -8.47 4.03 -3.50
H -7.59 2.89 -4.13
C -0.92 -4.89 3.48
C -2.42 -4.79 3.36
C -2.91 -3.42 3.82
O -2.99 -3.41 5.20
C -3.61 -2.25 5.67
N -2.86 -5.05 1.96
H -0.53 -5.89 3.29
H -0.62 -4.57 4.48
H -0.40 -4.20 2.81
H -2.84 -5.55 4.02
H -3.88 -3.21 3.36
H -2.18 -2.67 3.48
H -4.65 -2.13 5.31
H -3.08 -1.34 5.35
H -3.64 -2.30 6.76
H -3.10 -6.03 1.86
H -2.05 -4.94 1.36
C 4.95 -2.68 -4.44
C 3.72 -2.23 -5.19
C 3.13 -0.92 -4.79
O 1.95 -0.69 -5.52
C 0.91 -0.13 -4.73
N 4.13 -2.18 -6.63
H 4.66 -2.99 -3.42
H 5.73 -1.92 -4.37
H 5.37 -3.61 -4.83
H 2.96 -3.02 -5.15
H 3.90 -0.16 -4.99
H 2.95 -0.86 -3.72
H 0.12 0.11 -5.44
H 1.18 0.79 -4.21
H 0.53 -0.90 -4.04
H 3.51 -1.61 -7.19
H 4.11 -3.09 -7.07
C 3.51 0.29 4.01
C 2.23 1.10 4.13
C 2.27 2.31 3.24
O 3.31 3.18 3.64
C 3.37 4.33 2.86
N 1.10 0.22 3.79
H 4.34 0.88 4.38
H 3.71 0.01 2.96
H 3.39 -0.64 4.55
H 2.22 1.43 5.17
H 1.30 2.83 3.24
H 2.45 1.96 2.20
H 4.23 4.93 3.16
H 2.45 4.93 2.90
H 3.54 4.10 1.80
H 1.14 0.08 2.78
H 0.21 0.68 3.96
C -1.05 0.96 6.72
C -1.70 2.26 6.30
C -2.27 2.28 4.91
O -1.30 1.91 3.96
C -1.87 1.38 2.77
N -2.77 2.67 7.25
H -0.30 0.69 5.99
H -1.77 0.14 6.79
H -0.52 1.11 7.66
H -0.93 3.05 6.36
H -2.67 3.27 4.64
H -3.14 1.60 4.89
H -1.08 1.30 2.02
H -2.66 2.04 2.39
H -2.30 0.39 2.98
H -2.39 2.61 8.20
H -2.94 3.66 7.14
C 0.51 -1.84 0.65
C -0.37 -1.24 -0.41
C 0.28 -0.12 -1.17
O 0.68 0.89 -0.23
C 1.06 2.04 -0.95
N -0.75 -2.34 -1.32
H 0.95 -1.15 1.36
H 1.39 -2.33 0.20
H -0.02 -2.58 1.26
H -1.30 -0.86 0.05
H -0.36 0.30 -1.95
H 1.24 -0.41 -1.62
H 0.26 2.55 -1.50
H 1.80 1.85 -1.74
H 1.53 2.68 -0.20
H -1.22 -1.98 -2.13
H -1.28 -3.03 -0.80
C 5.69 0.99 -2.37
C 4.47 0.80 -1.48
C 4.29 -0.62 -0.98
O 5.53 -1.18 -0.61
C 5.47 -2.60 -0.47
N 4.47 1.78 -0.38
H 6.57 0.76 -1.76
H 5.79 1.99 -2.76
H 5.75 0.22 -3.14
H 3.59 1.06 -2.09
H 3.78 -1.26 -1.70
H 3.66 -0.58 -0.07
H 5.80 -3.07 -1.39
H 4.46 -2.92 -0.18
H 6.07 -2.89 0.40
H 3.85 1.37 0.31
H 5.40 1.84 0.03
*
```


[2]
This record from the Open Molecules 2025 dataset describes 22 unconnected molecules or ions with the total composition C28H96BrF3O24PS at a distorted geometry. The level of theory is ωB97M-V/def2-TZVPD.

The calculation puts the HOMO energy at -11.2 eV. The gap between HOMO and LUMO comes out at 7.7961 eV.

```
! RIJCOSX wB97M-V def2-TZVPD def2/J DEFGRID3
* xyz 1 1
C 2.50 -1.84 1.06
O 2.37 -1.31 -0.27
C 1.12 -1.56 -0.79
P 0.34 -0.11 -1.54
Br 1.54 0.55 -3.19
C -1.28 -0.66 -2.13
C -2.06 -1.24 -0.91
C -3.31 -0.47 -0.66
F -4.04 -0.13 -1.73
C -3.70 -0.09 0.56
F -3.24 -0.64 1.67
F -4.54 0.90 0.78
S -0.10 1.51 -0.15
C 1.08 2.82 -0.27
O -0.15 1.01 1.19
O -1.40 2.03 -0.52
H 3.52 -2.11 1.25
H 2.21 -1.05 1.75
H 1.89 -2.72 1.21
H 0.42 -1.95 -0.05
H 1.16 -2.32 -1.59
H -1.78 0.17 -2.61
H -1.07 -1.47 -2.81
H -2.30 -2.28 -1.13
H -1.51 -1.17 0.02
H 0.52 3.73 -0.12
H 1.54 2.90 -1.25
H 1.85 2.74 0.48
C -1.50 4.01 2.38
O -0.25 4.45 1.85
H -2.20 3.87 1.56
H -1.36 3.06 2.90
H -1.91 4.74 3.08
H 0.35 4.57 2.59
C -0.95 3.31 5.47
O -1.33 1.94 5.32
H -0.86 3.53 6.52
H 0.01 3.50 4.98
H -1.71 3.96 5.04
H -1.40 1.76 4.38
C 0.21 -1.05 -6.47
O 0.14 -1.62 -5.16
H 1.03 -0.33 -6.48
H 0.38 -1.81 -7.22
H -0.73 -0.52 -6.70
H -0.60 -2.24 -5.16
C -4.97 5.20 4.26
O -4.02 4.13 4.21
H -4.43 6.13 4.11
H -5.72 5.09 3.47
H -5.47 5.22 5.23
H -4.50 3.31 4.34
C 2.29 -5.36 -2.54
O 2.25 -3.95 -2.33
H 1.99 -5.87 -1.63
H 1.60 -5.63 -3.34
H 3.30 -5.67 -2.80
H 2.52 -3.54 -3.16
C -1.84 5.05 -2.73
O -0.90 3.97 -2.78
H -1.30 5.97 -2.89
H -2.60 4.94 -3.51
H -2.33 5.09 -1.75
H -1.39 3.16 -2.63
C -3.57 -0.95 -4.83
O -2.65 -2.05 -4.87
H -3.02 -0.03 -5.02
H -4.34 -1.06 -5.59
H -4.04 -0.89 -3.85
H -3.16 -2.85 -4.71
C -0.78 -4.35 2.88
O 0.45 -3.85 2.33
H -1.48 -4.49 2.07
H -0.61 -5.31 3.38
H -1.20 -3.64 3.60
H 1.06 -3.73 3.07
C 5.61 1.01 1.82
O 5.17 -0.33 1.58
H 5.74 1.14 2.89
H 6.56 1.19 1.32
H 4.87 1.73 1.46
H 5.06 -0.43 0.64
C -1.68 -5.88 -3.50
O -0.77 -6.96 -3.59
H -1.13 -4.95 -3.66
H -2.45 -5.97 -4.26
H -2.14 -5.85 -2.51
H -1.27 -7.77 -3.45
C -2.27 -1.04 5.42
O -3.24 -1.64 4.55
H -2.44 -1.44 6.42
H -1.25 -1.31 5.10
H -2.37 0.04 5.43
H -3.10 -1.31 3.66
C 2.19 6.57 0.03
O 2.13 5.98 1.33
H 2.99 7.31 0.03
H 2.40 5.81 -0.72
H 1.24 7.06 -0.20
H 1.43 5.33 1.32
C -4.82 -8.35 -3.34
O -3.74 -7.91 -4.17
H -4.39 -8.79 -2.44
H -5.45 -7.51 -3.05
H -5.42 -9.10 -3.86
H -4.13 -7.52 -4.96
C 7.33 4.85 1.08
O 6.89 3.52 0.80
H 7.45 4.95 2.15
H 8.29 5.05 0.59
H 6.59 5.58 0.74
H 6.80 3.44 -0.15
C 5.27 8.76 2.18
O 5.05 7.37 1.97
H 6.22 9.02 1.73
H 4.48 9.35 1.72
H 5.31 8.99 3.25
H 4.21 7.14 2.37
C -3.87 -1.91 9.08
O -4.83 -2.49 8.21
H -4.05 -2.30 10.08
H -2.85 -2.18 8.78
H -3.97 -0.82 9.10
H -4.67 -2.15 7.32
C 8.56 1.13 -1.60
O 8.46 2.54 -1.37
H 8.26 0.63 -0.68
H 7.89 0.82 -2.40
H 9.58 0.85 -1.84
H 8.73 2.98 -2.18
C 5.47 -4.72 -5.35
O 4.46 -4.02 -4.62
H 5.00 -5.12 -6.25
H 6.28 -4.05 -5.63
H 5.87 -5.55 -4.77
H 4.88 -3.68 -3.82
C -1.31 6.19 8.23
O -0.47 6.13 7.08
H -2.31 5.86 7.93
H -0.95 5.52 9.02
H -1.38 7.21 8.62
H 0.40 6.42 7.35
C -1.99 -2.77 -9.20
O -0.67 -2.24 -9.34
H -1.98 -3.44 -8.34
H -2.71 -1.97 -9.01
H -2.28 -3.33 -10.09
H -0.68 -1.65 -10.09
C -7.13 -7.40 -0.14
O -5.90 -6.96 -0.71
H -7.85 -7.53 -0.94
H -7.00 -8.35 0.38
H -7.52 -6.66 0.57
H -5.27 -6.84 0.00
*
```


[3]
This record from the Open Molecules 2025 dataset describes a molecular structure, C28H9BF19GeNO6SW at a distorted geometry. The level of theory is ωB97M-V/def2-TZVPD.

The calculation puts the HOMO energy (alpha / beta) at -8.6 / -8.6 eV. The gap between HOMO and LUMO (alpha / beta) comes out at 6.1327 / 6.1228 eV.

```
! RIJCOSX wB97M-V def2-TZVPD def2/J DEFGRID3
* xyz 0 1
W -0.34 -1.32 0.01
O 5.74 0.17 0.02
C 4.43 -0.11 0.08
C 3.79 -0.50 1.25
C 2.45 -0.84 1.21
N 1.73 -0.85 0.03
C 2.35 -0.36 -1.09
C 3.66 0.02 -1.11
C 1.32 -0.23 -2.20
O 1.52 0.26 -3.27
O 0.16 -0.71 -1.75
C 1.58 -1.25 2.32
O 1.93 -1.45 3.47
O 0.32 -1.41 1.87
H 6.17 -0.02 0.87
H 4.31 -0.56 2.20
H 4.12 0.39 -2.01
C -1.02 1.30 2.53
C -0.51 1.71 1.20
C -0.33 3.16 0.89
O -0.26 0.85 0.30
H -2.09 1.49 2.58
H -0.54 1.87 3.33
H -0.87 0.22 2.69
H -0.33 3.76 1.79
H -1.16 3.48 0.25
H 0.58 3.32 0.32
F -2.04 -0.84 0.83
B -3.25 0.26 -0.34
F -4.25 -0.55 -0.44
F -3.35 1.33 0.40
F -2.28 0.26 -1.27
F 2.47 -3.42 0.25
C 2.35 -3.90 1.52
C 1.08 -4.25 1.91
C 0.91 -4.68 3.21
F -0.32 -5.03 3.62
C 1.98 -4.77 4.09
F 1.80 -5.17 5.35
C 3.26 -4.43 3.66
F 4.30 -4.51 4.49
C 3.46 -3.99 2.35
F 4.68 -3.66 1.92
Ge -0.30 -3.82 0.37
S -1.79 -2.75 -1.33
C -1.98 -4.61 1.14
C -2.54 -3.83 2.14
F -1.82 -2.74 2.51
C -3.77 -4.11 2.72
F -4.27 -3.35 3.69
C -4.48 -5.22 2.25
F -5.65 -5.53 2.79
C -3.97 -5.98 1.20
F -4.67 -7.01 0.74
C -2.73 -5.66 0.65
F -2.27 -6.36 -0.38
C 0.48 -5.19 -0.86
C 0.52 -6.54 -0.56
F 0.09 -6.91 0.65
C 1.04 -7.47 -1.45
F 1.07 -8.77 -1.16
C 1.55 -7.02 -2.67
F 2.07 -7.89 -3.53
C 1.57 -5.65 -2.97
F 2.11 -5.24 -4.11
C 1.05 -4.76 -2.05
F 1.11 -3.42 -2.21
*
```